Entry 1:
Formula: C3H3Br9
Source: the Open Molecules 2025 dataset
Level of theory: ωB97M-V/def2-TZVPD

Properties
Total energy: -23282.1880 Ha
Highest occupied orbital energy: -10.3 eV
Orbital gap: 10.070 eV
2S+1: 1
Net charge: 0
Energy above the lowest of the compared OMol25 structures with the same formula, charge and spin: 9.8 kcal per mole

Geometry (Å):
C 4.501 6.640 5.066
Br 3.575 5.034 4.980
Br 3.761 7.756 6.507
Br 4.524 7.454 3.331
H 5.478 6.368 5.315
C 5.155 15.372 5.969
Br 4.486 14.713 7.658
Br 4.175 16.944 5.274
Br 5.222 13.965 4.657
H 6.149 15.648 6.219
C 6.752 9.893 7.444
Br 7.168 11.646 8.103
Br 7.589 8.427 8.453
Br 7.387 9.687 5.625
H 5.737 9.592 7.522

Cartesian forces (eV/Å) of the 3 atoms listed first:
C -1.0 1.0 0.0
Br -0.9 -1.4 0.0
Br 0.4 -0.1 -0.6

Electronic structure analysis, Löwdin charges in units of e: atom 1 (C): -1.659, atom 2 (Br): 0.623, atom 3 (Br): 0.578, atom 4 (Br): 0.581, atom 5 (H): -0.055, atom 6 (C): -1.597, atom 7 (Br): 0.548, atom 8 (Br): 0.536, atom 9 (Br): 0.562, atom 10 (H): -0.048, atom 11 (C): -1.597, atom 12 (Br): 0.578, atom 13 (Br): 0.522, atom 14 (Br): 0.534, atom 15 (H): -0.106

Entry 2:
Formula: H24O12
Source: the Open Molecules 2025 dataset
Level of theory: ωB97M-V/def2-TZVPD

Properties
Total energy: -917.2497 Ha
Highest occupied orbital energy: -10.0 eV
Orbital gap: 9.217 eV
2S+1: 1
Net charge: 0
SMILES string: O.O.O.O.O.O.O.O.O.O.O.O
Energy above the lowest of the compared OMol25 structures with the same formula, charge and spin: 47.4 kcal per mole

Geometry (Å):
O -1.220 -2.631 -0.490
H -2.108 -2.500 -0.830
H -1.317 -3.364 0.125
O 0.116 3.565 -0.888
H 0.873 3.345 -1.439
H -0.193 2.707 -0.572
O -2.117 0.208 -1.756
H -2.611 -0.613 -1.699
H -2.705 0.875 -1.382
O -0.723 -1.543 -4.062
H -0.911 -0.593 -4.103
H -0.364 -1.688 -3.180
O -0.443 1.386 -3.833
H -0.946 1.249 -3.017
H -1.003 1.981 -4.343
O 0.517 0.921 3.586
H 0.453 0.005 3.281
H 0.996 0.884 4.420
O 0.396 -1.787 2.548
H 0.069 -2.609 2.171
H 0.982 -2.066 3.261
O -2.532 -0.736 2.069
H -1.613 -1.029 2.086
H -3.049 -1.518 2.282
O 2.900 -0.174 1.335
H 3.415 -0.057 2.139
H 3.086 -1.073 1.051
O 0.228 0.668 -0.244
H -0.539 0.121 -0.463
H 0.563 0.336 0.597
O 1.838 2.783 1.752
H 1.572 2.009 2.267
H 1.376 3.516 2.167
O 1.857 -0.957 -1.952
H 1.881 -1.420 -1.112
H 1.279 -0.199 -1.772

Cartesian forces (eV/Å) of the 3 atoms listed first:
O 0.1 0.0 0.2
H 0.0 -0.1 0.0
H 0.0 -0.1 -0.1

Electronic structure analysis, Löwdin charges in units of e: atom 1 (O): -0.034, atom 2 (H): 0.033, atom 3 (H): 0.038, atom 4 (O): -0.073, atom 5 (H): 0.034, atom 6 (H): -0.012, atom 7 (O): -0.033, atom 8 (H): 0.049, atom 9 (H): 0.083, atom 10 (O): -0.072, atom 11 (H): -0.008, atom 12 (H): 0.000, atom 13 (O): -0.051, atom 14 (H): -0.001, atom 15 (H): 0.054, atom 16 (O): -0.040, atom 17 (H): -0.006, atom 18 (H): 0.056, atom 19 (O): -0.044, atom 20 (H): 0.054, atom 21 (H): 0.068, atom 22 (O): -0.050, atom 23 (H): -0.014, atom 24 (H): 0.033, atom 25 (O): -0.038, atom 26 (H): 0.046, atom 27 (H): 0.037, atom 28 (O): -0.051, atom 29 (H): 0.012, atom 30 (H): 0.025, atom 31 (O): -0.068, atom 32 (H): -0.027, atom 33 (H): 0.036, atom 34 (O): -0.054, atom 35 (H): 0.011, atom 36 (H): 0.008

Entry 3:
Formula: C3H5N5
Source: the Open Molecules 2025 dataset
Level of theory: ωB97M-V/def2-TZVPD

Properties
Total energy: -390.8640 Ha
Highest occupied orbital energy: -8.7 eV
Orbital gap: 8.677 eV
2S+1: 1
Net charge: 0
Energy above the lowest of the compared OMol25 structures with the same formula, charge and spin: 159.6 kcal per mole

Geometry (Å):
C -1.336 -0.454 0.856
C 1.595 0.024 0.227
C 0.284 0.499 -1.676
H -2.380 1.361 -0.229
H -2.160 -0.437 1.544
H 1.609 -0.955 1.700
H 2.602 -0.230 0.533
H 0.411 0.966 -2.716
N -1.569 0.237 -0.277
N -0.437 -1.060 1.478
N 0.878 -0.738 1.057
N 1.402 0.150 -1.116
N -0.900 0.636 -1.381

Cartesian forces (eV/Å) of the 3 atoms listed first:
C -3.3 1.6 0.2
C -1.0 -3.0 -5.0
C 2.4 1.2 -4.3

Electronic structure analysis, Löwdin charges in units of e: atom 1 (C): -0.299, atom 2 (C): -0.148, atom 3 (C): -0.385, atom 4 (H): 0.313, atom 5 (H): 0.105, atom 6 (H): 0.110, atom 7 (H): 0.112, atom 8 (H): 0.124, atom 9 (N): -0.023, atom 10 (N): 0.078, atom 11 (N): -0.007, atom 12 (N): 0.061, atom 13 (N): -0.040

Entry 4:
Formula: C8H5NO3PtS
Source: the Open Molecules 2025 dataset
Level of theory: ωB97M-V/def2-TZVPD

Properties
Total energy: -1105.1015 Ha
Highest occupied orbital energy (alpha / beta): -16.6 / -17.3 eV
Orbital gap (alpha / beta): 7.418 / 5.779 eV
2S+1: 3
Net charge: +2
Energy above the lowest of the compared OMol25 structures with the same formula, charge and spin: 32.8 kcal per mole

Geometry (Å):
O 0.213 2.172 -5.515
C 0.213 1.545 -4.571
Pt 0.211 -0.063 -2.076
C 1.795 -0.870 -2.587
C -1.372 -0.867 -2.586
O 2.795 -1.364 -2.891
O -2.373 -1.360 -2.891
S 0.248 -1.867 -0.372
C 0.046 -0.726 0.921
N -1.031 -0.932 1.753
C -1.200 -0.075 2.816
C -0.320 0.947 3.027
C 0.763 1.143 2.173
C 0.953 0.293 1.111
H -1.676 -1.698 1.590
H -2.051 -0.260 3.460
H -0.466 1.617 3.880
H 1.466 1.954 2.342
H 1.787 0.412 0.417

Cartesian forces (eV/Å) of the 3 atoms listed first:
O 0.0 -1.2 1.8
C 0.0 1.2 -1.5
Pt 0.2 1.2 1.4

Electronic structure analysis, Löwdin charges in units of e: atom 1 (O): 0.126, atom 2 (C): 0.018, atom 3 (Pt): 1.012, atom 4 (C): -0.325, atom 5 (C): -0.322, atom 6 (O): 0.211, atom 7 (O): 0.203, atom 8 (S): 0.852, atom 9 (C): -0.638, atom 10 (N): 0.115, atom 11 (C): 0.029, atom 12 (C): 0.016, atom 13 (C): 0.031, atom 14 (C): -0.082, atom 15 (H): 0.176, atom 16 (H): 0.160, atom 17 (H): 0.151, atom 18 (H): 0.149, atom 19 (H): 0.118

Entry 5:
Formula: C4H9INO
Source: the Open Molecules 2025 dataset
Level of theory: ωB97M-V/def2-TZVPD

Properties
Total energy: -585.2066 Ha
Highest occupied orbital energy: -13.9 eV
Orbital gap: 10.233 eV
2S+1: 1
Net charge: +1
SMILES string: C[NH+](C)CC(=O)I
Energy above the lowest of the compared OMol25 structures with the same formula, charge and spin: 15.3 kcal per mole

Geometry (Å):
C -0.812 0.578 -1.255
N -0.350 0.188 0.101
C -1.411 -0.471 0.814
C 0.856 -0.530 0.102
C 2.032 0.478 0.307
O 1.751 1.475 0.866
I 3.943 -0.238 -0.123
H -1.766 1.204 -1.152
H -0.023 1.136 -1.799
H -1.094 -0.359 -1.756
H -0.147 1.069 0.614
H -1.659 -1.376 0.191
H -1.043 -0.755 1.834
H -2.263 0.128 1.179
H 0.909 -1.286 0.947
H 1.077 -1.242 -0.872

Cartesian forces (eV/Å) of the 3 atoms listed first:
C -1.3 0.8 -0.7
N -1.6 2.7 0.0
C -1.1 -2.4 2.2

Electronic structure analysis, Löwdin charges in units of e: atom 1 (C): 0.027, atom 2 (N): -0.274, atom 3 (C): -0.014, atom 4 (C): -0.207, atom 5 (C): -0.895, atom 6 (O): 0.044, atom 7 (I): 1.013, atom 8 (H): 0.144, atom 9 (H): 0.127, atom 10 (H): 0.114, atom 11 (H): 0.175, atom 12 (H): 0.140, atom 13 (H): 0.129, atom 14 (H): 0.128, atom 15 (H): 0.158, atom 16 (H): 0.191

Entry 6:
Formula: C2H5NO2S
Source: the Open Molecules 2025 dataset
Level of theory: ωB97M-V/def2-TZVPD

Properties
Total energy: -682.5207 Ha
Highest occupied orbital energy: -9.4 eV
Orbital gap: 9.794 eV
2S+1: 1
Net charge: 0
SMILES string: O=C(CS)NO
Energy above the lowest of the compared OMol25 structures with the same formula, charge and spin: 74.6 kcal per mole

Geometry (Å):
O 0.196 1.541 -0.012
C 0.134 0.267 0.111
C -1.117 -0.137 0.635
S -2.396 0.121 -0.634
N 1.175 -0.560 -0.358
O 2.316 0.085 -0.707
H -1.300 0.339 1.565
H -1.014 -1.227 0.989
H -1.540 -0.104 -1.766
H 1.463 -1.308 0.569
H 2.082 0.982 -0.391

Cartesian forces (eV/Å) of the 3 atoms listed first:
O 1.6 -3.4 -0.2
C 2.4 6.0 -1.4
C -0.9 -5.0 0.9

Electronic structure analysis, Löwdin charges in units of e: atom 1 (O): -0.010, atom 2 (C): -0.578, atom 3 (C): -0.526, atom 4 (S): 0.725, atom 5 (N): -0.046, atom 6 (O): -0.038, atom 7 (H): 0.081, atom 8 (H): 0.106, atom 9 (H): -0.055, atom 10 (H): 0.250, atom 11 (H): 0.090

Entry 7:
Formula: CH2NO3S
Source: the Open Molecules 2025 dataset
Level of theory: ωB97M-V/def2-TZVPD

Properties
Total energy: -718.0229 Ha
Highest occupied orbital energy: -3.3 eV
Orbital gap: 7.442 eV
2S+1: 1
Net charge: -1
SMILES string: NC([O-])=S(=O)=O
Energy above the lowest of the compared OMol25 structures with the same formula, charge and spin: 11.6 kcal per mole

Geometry (Å):
N -0.020 -0.353 0.006
C 0.951 -0.782 0.818
O 0.934 -1.821 1.461
S 2.264 0.413 1.196
O 3.258 0.281 0.114
O 1.541 1.673 1.053
H -0.894 -0.814 -0.253
H -0.010 0.709 -0.195

Cartesian forces (eV/Å) of the 3 atoms listed first:
N -1.1 3.0 -1.7
C -0.8 -1.0 0.8
O 0.0 -0.4 -0.5

Electronic structure analysis, Löwdin charges in units of e: atom 1 (N): 0.083, atom 2 (C): -0.725, atom 3 (O): -0.064, atom 4 (S): 0.613, atom 5 (O): -0.555, atom 6 (O): -0.562, atom 7 (H): 0.093, atom 8 (H): 0.116

Entry 8:
Formula: CH5N2
Source: the Open Molecules 2025 dataset
Level of theory: ωB97M-V/def2-TZVPD

Properties
Total energy: -150.0848 Ha
Highest occupied orbital energy: -14.9 eV
Orbital gap: 3.666 eV
2S+1: 1
Net charge: +1
Energy above the lowest of the compared OMol25 structures with the same formula, charge and spin: 183.8 kcal per mole

Geometry (Å):
N -8.687 0.041 -1.007
C -9.757 -0.191 -0.275
N -10.086 0.051 0.980
H 27.875 0.118 0.036
H -8.036 0.782 -0.699
H -10.492 -0.698 -0.898
H -9.265 0.185 1.587
H 28.448 -0.289 0.276

Cartesian forces (eV/Å) of the 3 atoms listed first:
N 0.4 0.1 0.3
C 0.0 -0.1 -0.3
N 0.3 -0.1 -0.4

Electronic structure analysis, Löwdin charges in units of e: atom 1 (N): 0.378, atom 2 (C): -0.199, atom 3 (N): 0.388, atom 4 (H): 0.000, atom 5 (H): 0.138, atom 6 (H): 0.161, atom 7 (H): 0.133, atom 8 (H): 0.000

> Which value of 2S+1 does entry 8 give?

1

> Which of these has the lowest net charge?

CH2NO3S

> Look up the energy above the lowest of the compared OMol25 structures with the same formula, charge and spin of the eighth one.

183.8 kcal per mole